# 1
18
Properties=species:S:1:pos:R:3 method="wB97M-V/def2-TZVPD" multiplicity=1 total_energy_ha=-326.95527 total_charge=0 e_above_lowest_kcal_mol=110.5 homo_energy_ev=-7.50 largest_force_ev_per_a=0.39
C -2.015 0.279 -1.040
C -0.837 -0.432 -0.417
C 0.353 0.236 -0.021
C 0.295 1.658 0.500
N 0.959 -0.665 0.884
C 2.028 -1.298 0.582
O 2.704 -1.075 -0.531
H -1.979 1.359 -0.874
H -2.040 0.100 -2.121
H -2.956 -0.098 -0.626
H -1.105 -1.034 0.904
H -0.683 -1.432 -0.833
H 2.134 -0.411 -1.001
H 0.303 2.400 -0.307
H -0.604 1.840 1.112
H 1.162 1.862 1.138
H -0.160 -1.209 1.433
H 2.439 -2.078 1.217

# 2
32
Properties=species:S:1:pos:R:3 method="wB97M-V/def2-TZVPD" multiplicity=1 total_energy_ha=-1349.48871 total_charge=-1 homo_energy_ev=-4.03 largest_force_ev_per_a=1.99
N -2.032 -3.136 -3.545
P -1.607 -1.815 -2.767
C 0.233 -1.451 -2.736
O 0.668 -0.425 -3.288
O 0.938 -2.270 -2.110
H -2.670 -2.919 -4.298
H -2.267 -0.717 -3.355
H -2.007 -1.922 -1.424
C -3.088 0.202 0.734
C -3.415 0.820 1.866
C -2.914 2.182 2.174
O -3.209 2.741 3.212
C -2.037 2.830 1.172
C -1.717 2.216 0.037
C -2.214 0.856 -0.272
O -1.905 0.298 -1.298
H -3.438 -0.794 0.494
H -4.052 0.362 2.612
H -1.676 3.821 1.418
H -1.077 2.670 -0.708
C 2.622 -1.098 0.022
C 3.860 -1.446 0.375
C 4.621 -0.676 1.382
O 5.752 -0.988 1.706
C 3.956 0.506 1.991
C 2.723 0.859 1.643
C 1.961 0.081 0.633
O 0.837 0.390 0.309
H 2.038 -1.647 -0.722
H 4.362 -2.302 -0.056
H 4.532 1.056 2.725
H 2.221 1.717 2.074

# 3
28
Properties=species:S:1:pos:R:3 method="wB97M-V/def2-TZVPD" multiplicity=1 total_energy_ha=-707.03417 total_charge=-1 e_above_lowest_kcal_mol=19.3 homo_energy_ev=-4.48 largest_force_ev_per_a=3.80
C 1.239 -0.811 -1.827
C 0.604 1.796 0.288
C -2.002 0.727 -0.089
C -1.161 -0.211 1.821
C -0.010 0.445 -0.194
C 0.026 -0.638 0.921
C -0.068 -2.128 0.461
C 1.351 -0.365 1.817
C -0.064 1.085 -2.518
N 0.252 0.086 -1.502
O 1.624 2.359 -0.264
O 1.369 -1.430 -2.877
O -0.080 2.343 1.193
O -2.286 -0.119 0.931
H 1.822 -1.128 -0.921
H -2.101 1.855 0.125
H -2.573 0.473 -1.044
H -1.386 -0.905 2.692
H -1.071 0.730 2.340
H 0.829 -2.376 -0.023
H -0.728 -2.192 -0.359
H -0.143 -2.766 1.345
H 1.859 -1.221 2.271
H 1.055 0.295 2.646
H 2.040 0.011 1.055
H 0.446 0.887 -3.457
H -1.118 1.101 -2.679
H 0.274 2.095 -2.153

# 4
21
Properties=species:S:1:pos:R:3 method="wB97M-V/def2-TZVPD" multiplicity=1 total_energy_ha=-274.98896 smiles=CC(C)(C)C1CC1 total_charge=0 e_above_lowest_kcal_mol=79.9 homo_energy_ev=-8.88 largest_force_ev_per_a=4.08
C 1.821 0.042 -0.648
C 0.386 0.337 -0.113
C -0.308 1.816 -0.180
C 0.607 0.816 1.437
C -0.348 -1.022 0.009
C -1.022 -1.847 -1.074
C -1.838 -1.156 -0.022
H 2.377 -0.507 0.139
H 1.923 -0.584 -1.553
H 2.360 0.971 -0.838
H -0.399 2.518 0.705
H 0.307 2.382 -0.859
H -1.333 1.665 -0.462
H 1.104 -0.058 1.770
H 1.244 1.710 1.591
H -0.309 0.999 2.032
H 0.146 -1.663 0.757
H -1.050 -1.457 -2.085
H -0.955 -2.937 -1.018
H -2.325 -1.753 0.743
H -2.389 -0.274 -0.332

# 5
149
Properties=species:S:1:pos:R:3 method="wB97M-V/def2-TZVPD" multiplicity=1 total_energy_ha=-4253.51680 total_charge=0 e_above_lowest_kcal_mol=0.0 homo_energy_ev=-8.50 largest_force_ev_per_a=7.10
O 2.673 -0.634 0.046
H 3.061 -0.102 0.745
H 2.978 -0.375 -0.826
H 1.716 -0.650 0.124
C 2.568 3.038 -2.480
F 2.372 3.206 -1.178
F 1.835 3.904 -3.194
F 3.832 3.188 -2.791
S 1.943 1.222 -2.970
O 0.648 1.064 -2.362
O 1.830 1.347 -4.422
N 3.162 0.162 -2.239
S 3.894 -0.233 -3.507
O 3.212 -1.179 -4.378
O 4.627 0.863 -4.165
C 5.241 -1.272 -2.744
F 4.668 -2.308 -2.090
F 5.970 -1.779 -3.768
F 6.123 -0.557 -1.971
C -6.058 4.091 -1.591
C -5.830 3.307 -2.901
C -4.361 2.888 -3.140
O -3.969 1.788 -2.269
C -2.556 1.478 -2.219
N -6.808 2.206 -3.012
H -5.974 3.426 -0.731
H -7.048 4.543 -1.522
H -5.292 4.860 -1.487
H -6.122 3.934 -3.744
H -3.745 3.781 -3.036
H -4.306 2.510 -4.161
H -1.983 2.389 -2.047
H -2.296 1.198 -3.240
H -2.323 0.653 -1.545
H -6.415 1.492 -2.417
H -6.803 1.734 -3.905
C 6.155 -2.193 1.096
C 6.248 -3.118 2.345
C 7.503 -4.011 2.292
O 7.462 -5.033 3.353
C 8.347 -6.151 3.122
N 6.163 -2.273 3.460
H 7.012 -1.525 1.006
H 5.392 -1.415 1.085
H 6.015 -2.868 0.252
H 5.304 -3.657 2.424
H 8.387 -3.426 2.544
H 7.714 -4.377 1.287
H 8.056 -6.648 2.197
H 8.251 -6.815 3.982
H 9.407 -5.899 3.131
H 5.990 -2.909 4.226
H 7.065 -1.870 3.670
C 4.732 2.059 0.260
O 3.979 1.157 1.086
C 4.471 1.270 2.416
C 3.467 0.511 3.297
N 3.339 -0.866 2.840
C 2.434 -1.665 3.769
C 2.651 -3.125 3.470
O 2.234 -3.477 2.117
C 2.370 -4.824 1.762
H 4.576 1.839 -0.796
H 5.819 2.013 0.336
H 4.184 2.984 0.441
H 4.626 2.305 2.722
H 5.447 0.787 2.401
H 2.522 1.054 3.300
H 3.887 0.643 4.294
H 4.238 -1.325 2.867
H 1.413 -1.375 3.521
H 2.666 -1.434 4.809
H 2.027 -3.702 4.153
H 3.670 -3.427 3.713
H 2.349 -4.952 0.680
H 1.690 -5.397 2.392
H 3.371 -5.176 2.013
C -3.483 -2.666 -1.053
O -4.834 -2.570 -0.624
C -5.270 -1.182 -0.754
C -6.662 -1.097 -1.300
N -6.698 -1.202 -2.765
C -8.065 -1.009 -3.308
C -8.081 -1.022 -4.947
O -7.495 -2.285 -5.341
C -7.718 -2.596 -6.711
H -2.854 -1.851 -0.695
H -3.564 -2.570 -2.136
H -2.975 -3.592 -0.785
H -4.673 -0.512 -1.373
H -5.252 -0.690 0.218
H -7.133 -0.205 -0.889
H -7.127 -1.967 -0.836
H -6.310 -2.085 -3.062
H -8.395 -0.031 -2.957
H -8.741 -1.782 -2.943
H -7.376 -0.248 -5.249
H -9.070 -0.769 -5.329
H -8.738 -2.953 -6.852
H -6.981 -3.313 -7.075
H -7.616 -1.756 -7.398
C 2.659 4.464 3.165
O 1.434 3.876 3.597
C 0.886 4.559 4.749
C -0.352 3.873 5.281
N -1.518 4.293 4.469
C -2.450 3.147 4.322
C -3.449 3.358 3.180
O -2.851 3.597 1.902
C -3.794 3.621 0.854
H 3.109 3.876 2.364
H 3.461 4.585 3.893
H 2.364 5.414 2.719
H 0.658 5.577 4.433
H 1.648 4.582 5.528
H -0.521 4.008 6.349
H -0.128 2.809 5.212
H -1.192 4.598 3.563
H -2.992 3.107 5.267
H -2.095 2.149 4.066
H -3.936 4.312 3.381
H -4.191 2.559 3.181
H -3.158 3.949 0.032
H -4.634 4.295 1.020
H -4.270 2.649 0.728
C 0.108 2.354 0.948
O 0.460 0.980 1.005
C -0.665 0.084 1.331
C -0.277 -1.325 0.951
N 0.206 -1.414 -0.451
C 0.293 -2.745 -1.033
C 0.502 -2.561 -2.527
O -0.649 -2.009 -3.116
C -0.501 -1.455 -4.441
H -0.523 2.493 0.070
H 0.991 2.988 0.867
H -0.467 2.507 1.862
H -1.487 0.356 0.669
H -1.039 0.053 2.354
H -1.181 -1.878 1.206
H 0.477 -1.739 1.620
H -0.353 -0.914 -1.127
H -0.609 -3.339 -0.891
H 1.089 -3.333 -0.575
H 0.725 -3.541 -2.949
H 1.428 -2.009 -2.688
H 0.028 -2.092 -5.149
H 0.175 -0.605 -4.351
H -1.407 -1.029 -4.874

# 6
15
Properties=species:S:1:pos:R:3 method="wB97M-V/def2-TZVPD" multiplicity=1 total_energy_ha=-358.90941 smiles="C1=CN2CCN=C2N1" total_charge=0 e_above_lowest_kcal_mol=68.4 homo_energy_ev=-7.71 largest_force_ev_per_a=6.32
C -1.556 -1.363 -0.818
C -0.204 -1.547 -0.901
N 0.359 -0.261 -0.407
C 1.429 0.229 0.424
C 0.955 1.654 0.751
N -0.585 1.439 0.867
C -0.693 0.482 0.063
N -1.826 -0.168 -0.283
H -2.225 -1.974 -1.490
H 0.280 -2.320 -1.438
H 1.559 -0.410 1.454
H 2.402 0.189 -0.042
H 1.206 2.107 -0.314
H 1.532 2.083 1.642
H -2.632 -0.140 0.491